# 1
Molecular formula: C31H31B2N8O2V
Method: DFT, ωB97M-V/def2-TZVPD

```
75
Properties=species:S:1:pos:R:3:mulliken_charge:R:1
V -0.57 -0.81 1.55 -0.1662
C 2.42 -2.85 3.94 -1.1333
C 1.97 -2.16 2.82 -0.4153
N 0.66 -1.95 2.90 0.6693
N 0.24 -2.49 4.05 -0.0101
C 1.28 -3.04 4.70 -0.3305
B -1.23 -2.75 4.44 -0.3237
N -2.17 -1.58 4.08 0.0643
C -3.19 -1.15 4.84 -0.4571
C -3.98 -0.30 4.08 -1.1200
C -3.34 -0.27 2.84 -0.2169
N -2.27 -1.04 2.85 0.4163
N -1.71 -4.05 3.76 0.4943
C -2.52 -4.97 4.31 -0.1998
C -2.76 -5.95 3.37 -0.9903
C -2.04 -5.50 2.25 -0.2329
N -1.42 -4.36 2.49 -0.5952
H 3.43 -3.16 4.18 0.3918
H 2.53 -1.78 1.98 0.4850
H 1.13 -3.53 5.65 0.4530
H -1.29 -2.89 5.63 -0.1553
H -3.28 -1.49 5.86 0.4538
H -4.86 0.22 4.39 0.4074
H -3.58 0.30 1.95 0.4449
H -2.85 -4.88 5.33 0.4250
H -3.36 -6.84 3.47 0.3819
H -1.94 -5.98 1.28 0.4569
C -1.86 -3.72 -2.42 -0.5263
C -1.84 -2.55 -3.16 -0.7517
C -1.67 -1.31 -2.57 -0.4680
C -1.51 -1.19 -1.18 1.0995
C -1.56 -2.39 -0.44 -0.0994
C -1.72 -3.62 -1.04 -0.5977
N -1.36 -0.02 -0.43 0.2887
N -1.63 1.35 -0.95 -0.6648
C -0.05 1.82 1.13 0.2862
C 0.18 3.20 1.17 -0.6063
C 0.39 3.85 2.37 -0.7798
C 0.39 3.11 3.55 -0.5826
C 0.18 1.74 3.52 -0.0492
C -0.05 1.06 2.32 0.1075
H -2.00 -4.68 -2.90 0.3882
H -1.96 -2.60 -4.24 0.3759
H -1.66 -0.43 -3.19 0.5399
H -1.59 -2.44 0.66 0.3776
H -1.75 -4.50 -0.41 0.1857
H 0.17 3.77 0.24 0.3766
H 0.55 4.92 2.40 0.3640
H 0.56 3.61 4.50 0.3572
H 0.18 1.19 4.45 0.4206
C 3.18 5.01 -4.73 -1.6182
C 3.23 3.48 -4.75 2.0065
C 4.51 3.03 -4.03 -2.0922
C 3.32 2.99 -6.20 -1.6611
C 1.97 2.93 -4.08 0.4110
C 0.72 3.16 -4.67 -0.4703
C -0.44 2.69 -4.08 -1.4345
C -0.39 1.97 -2.90 0.9730
O -1.54 1.44 -2.40 -0.5337
B -0.27 1.15 -0.29 0.9013
O 0.90 1.06 -1.14 -0.7413
C 0.85 1.74 -2.29 -0.5338
C 2.01 2.22 -2.88 -0.1841
H 4.07 5.43 -5.20 0.4354
H 3.13 5.38 -3.71 0.3678
H 2.30 5.38 -5.27 0.3368
H 5.38 3.41 -4.56 0.4328
H 4.58 1.94 -3.99 0.4183
H 4.55 3.41 -3.01 0.3628
H 4.23 3.38 -6.67 0.4479
H 2.47 3.33 -6.79 0.3096
H 3.34 1.90 -6.24 0.3860
H 0.65 3.72 -5.59 0.3436
H -1.41 2.87 -4.53 0.4253
H 2.94 2.02 -2.37 0.4722
```

The expectation value of S² is 3.765. The LUMO energy (spin up / spin down) is 2.540 / 2.539 eV. The charge is -1. Its multiplicity is 4. The value obtained for the frontier orbital gap (spin up / spin down) is 6.73 / 7.39 eV. For the largest force on an atom, the calculation gives 0.60 eV Å⁻¹. The calculation puts the total energy at -2782.262196 Ha.


# 2
Molecular formula: C24H50N2O38S9
Method: DFT, ωB97M-V/def2-TZVPD

```
123
Properties=species:S:1:pos:R:3:mulliken_charge:R:1
C 1.89 1.37 -2.16 0.8895
C 0.89 2.33 -2.74 0.7988
O 1.54 3.12 -3.81 -0.4180
S 3.15 3.16 -3.54 0.9909
O 3.47 4.31 -2.81 -0.5524
O 3.79 2.98 -4.79 -0.6534
O 3.24 1.88 -2.63 -0.2952
H 1.80 0.34 -2.42 -0.6318
H 1.97 1.53 -1.09 -0.1536
H 0.42 2.97 -1.97 -0.1748
H 0.10 1.80 -3.29 -0.0582
C -1.14 3.16 3.95 0.0219
C 0.31 2.70 4.36 0.2519
O 0.09 1.72 5.47 -0.3930
S -1.46 1.28 5.50 1.1254
O -1.83 0.98 6.85 -0.6568
O -1.69 0.33 4.44 -0.4062
O -2.00 2.71 5.14 -0.5196
H -1.59 2.64 3.14 0.0031
H -1.42 4.21 3.95 0.3545
H 0.92 3.53 4.79 0.3638
H 0.82 2.19 3.52 -0.0492
C 1.10 -1.93 -3.59 0.2495
C 0.32 -1.40 -4.74 -0.0223
O -0.74 -2.43 -4.79 -0.2818
S -0.29 -3.89 -4.27 0.8283
O 0.03 -4.63 -5.42 -0.6256
O -1.17 -4.40 -3.29 -0.3872
O 1.10 -3.38 -3.58 -0.4008
H 0.62 -1.57 -2.65 -0.3599
H 2.15 -1.78 -3.70 0.5916
H 0.81 -1.50 -5.70 0.3901
H -0.08 -0.40 -4.56 0.0192
C -2.54 -4.48 -0.38 -0.0168
C -2.63 -5.86 0.38 -0.5959
O -1.27 -6.27 0.51 -0.3777
S -0.42 -5.00 0.94 1.2814
O 0.94 -5.11 0.53 -0.5724
O -0.84 -4.71 2.26 -0.6913
O -1.17 -4.07 -0.12 0.1375
H -3.34 -3.79 -0.19 0.1070
H -2.54 -4.77 -1.42 0.1326
H -3.16 -6.49 -0.37 0.3999
H -3.15 -5.73 1.36 0.2787
C -4.56 1.67 -2.60 0.5272
C -5.65 1.62 -3.64 -0.2496
O -4.84 1.61 -4.95 -0.4052
S -3.31 1.82 -4.74 0.9762
O -2.91 2.85 -5.66 -0.6186
O -2.68 0.53 -4.69 -0.3106
O -3.48 2.51 -3.25 -0.3405
H -4.09 0.70 -2.30 -0.5407
H -4.94 2.25 -1.72 0.4210
H -6.24 2.51 -3.68 0.3389
H -6.29 0.70 -3.63 0.1977
C -2.75 -1.74 -2.56 1.5008
C -3.38 -2.38 -3.78 -0.6261
O -4.80 -2.10 -3.61 -0.4890
S -5.12 -2.27 -2.08 1.1482
O -5.15 -3.66 -1.84 -0.6652
O -6.25 -1.51 -1.66 -0.6460
O -3.78 -1.59 -1.56 -0.3303
H -2.40 -0.72 -2.84 -0.4093
H -2.01 -2.31 -2.08 0.0550
H -3.25 -3.47 -3.85 0.3846
H -3.19 -1.91 -4.74 0.2624
C 3.55 -3.71 1.43 0.1228
C 3.98 -4.07 0.07 -0.5775
O 3.34 -3.07 -0.76 -0.2944
S 3.58 -1.69 -0.07 0.7598
O 2.33 -0.93 -0.26 0.0740
O 4.86 -1.12 -0.39 -0.7074
O 3.57 -2.21 1.40 -0.2145
H 4.17 -3.99 2.25 0.4377
H 2.54 -4.02 1.64 -0.1265
H 3.56 -5.00 -0.29 0.3524
H 5.07 -3.98 0.00 0.3327
C 0.30 -2.82 7.30 -0.2327
C -0.32 -3.57 6.08 -0.3670
O 0.71 -3.72 5.08 -0.2368
S 1.73 -2.57 5.26 0.9564
O 1.13 -1.40 4.79 -0.2513
O 3.03 -3.05 4.87 -0.5995
O 1.74 -2.61 6.87 -0.4115
H 0.31 -3.46 8.21 0.3011
H -0.26 -1.89 7.43 0.2070
H -1.18 -3.00 5.75 0.2434
H -0.65 -4.55 6.39 0.3349
C -0.35 -1.49 1.46 0.4182
C 0.13 -0.08 2.00 0.0258
O -0.78 0.82 1.38 0.3885
S -1.31 0.35 -0.01 -1.2381
O -0.36 0.63 -1.05 0.4792
O -2.69 0.70 -0.19 -0.4849
O -1.26 -1.25 0.31 0.0701
H -0.89 -2.04 2.21 0.3817
H 0.49 -2.07 1.13 -0.5093
H 1.10 0.12 1.55 0.0031
H 0.07 0.07 3.07 0.1088
C -1.99 5.40 0.71 -1.2406
C -0.60 4.77 0.77 0.6007
O -0.49 3.84 1.54 -0.3158
N 0.49 5.05 0.08 0.4646
C 0.60 6.12 -0.89 -1.2340
H -2.69 4.58 0.54 0.2040
H -2.10 6.20 -0.01 0.4845
H -2.15 5.91 1.71 0.2717
H 1.25 4.39 0.28 -0.1482
H -0.33 6.20 -1.39 0.4663
H 1.26 5.84 -1.65 0.3521
H 0.98 7.10 -0.48 0.2561
C 4.06 4.75 1.42 -1.6864
C 3.93 3.59 0.41 0.7988
O 2.77 3.45 -0.10 -0.2030
N 4.87 2.75 0.08 -0.0759
C 6.28 2.64 0.47 -1.1373
H 4.45 4.53 2.40 0.4174
H 3.08 5.21 1.44 0.2995
H 4.74 5.52 1.03 0.4023
H 4.58 2.14 -0.65 0.0999
H 6.42 1.83 1.17 0.2997
H 6.45 3.56 1.00 0.4573
H 6.94 2.54 -0.38 0.3178
```

The LUMO energy is 0.248 eV. The value obtained for the frontier orbital gap is 9.62 eV. For the largest force on an atom, the calculation gives 3.97 eV Å⁻¹. The calculation puts the total energy at -7496.600921 Ha.


# 3
Molecular formula: CH3F2O2P
Method: DFT, ωB97M-V/def2-TZVPD

```
9
Properties=species:S:1:pos:R:3:mulliken_charge:R:1
O -2.38 1.12 -0.57 -0.3515
P -3.95 1.21 -1.05 0.4678
F -4.44 1.32 0.50 -0.2592
F -4.19 2.77 -1.22 -0.2137
H -1.93 0.29 -0.57 0.3671
C 0.78 -0.31 0.09 -0.0156
O 0.05 -0.46 -0.86 -0.4250
H 0.31 -0.66 1.08 0.2055
H 1.78 0.28 0.12 0.2244
```

The LUMO energy is 0.300 eV. As for the structure (SMILES): OP(F)F.C=O. The value obtained for the frontier orbital gap is 11.05 eV. For the largest force on an atom, the calculation gives 2.59 eV Å⁻¹. The value obtained for the energy relative to the best compared isomer or geometry (same formula, charge and spin) is 45.25 kcal/mol. The calculation puts the total energy at -731.524828 Ha.


# 4
Molecular formula: C2H5NP2
Method: DFT, ωB97M-V/def2-TZVPD

```
10
Properties=species:S:1:pos:R:3:mulliken_charge:R:1
C -0.20 0.90 -0.24 0.1278
C 1.10 0.29 -0.33 -1.1535
N -0.32 -1.88 1.03 -0.3764
P -1.05 2.02 -1.11 -0.0953
P -1.32 -0.71 1.17 0.2308
H 1.71 1.04 -0.86 0.3792
H 1.71 0.13 0.52 0.3483
H 1.00 -0.57 -0.88 0.3352
H -0.46 -2.86 1.12 0.2518
H -2.17 1.64 -0.42 -0.0478
```

The LUMO energy is -0.515 eV. The value obtained for the frontier orbital gap is 7.32 eV. For the largest force on an atom, the calculation gives 3.93 eV Å⁻¹. The value obtained for the energy relative to the best compared isomer or geometry (same formula, charge and spin) is 62.82 kcal/mol. The calculation puts the total energy at -816.528120 Ha.


# 5
Molecular formula: CH2FNO
Method: DFT, ωB97M-V/def2-TZVPD

```
6
Properties=species:S:1:pos:R:3:mulliken_charge:R:1
C -0.92 0.25 -0.46 0.2529
N 1.89 -0.28 1.30 -0.2064
O -0.04 0.31 0.32 -0.3390
F -2.12 0.77 -0.20 -0.1903
H -0.94 -0.19 -1.46 0.2634
H 2.13 -0.87 0.50 0.2194
```

The LUMO energy (spin up / spin down) is -0.352 / -0.400 eV. The value obtained for the frontier orbital gap (spin up / spin down) is 10.01 / 9.97 eV. For the largest force on an atom, the calculation gives 1.12 eV Å⁻¹. The value obtained for the energy relative to the best compared isomer or geometry (same formula, charge and spin) is 122.32 kcal/mol. The calculation puts the total energy at -268.992338 Ha.


# 6
Molecular formula: C33H26NO7
Method: DFT, ωB97M-V/def2-TZVPD

```
67
Properties=species:S:1:pos:R:3:mulliken_charge:R:1
C -7.15 1.68 1.10 -1.0986
C -6.02 0.69 0.46 0.5921
O -5.79 1.22 -0.89 -0.5891
C -4.62 0.82 1.24 -0.9875
C -4.29 -0.41 2.24 0.6433
N -2.88 -0.17 2.75 -0.7834
C -5.22 -0.40 3.58 0.1757
O -5.05 0.60 4.37 -0.7017
O -6.16 -1.40 3.82 -0.7971
H -7.43 2.53 0.37 0.3125
H -8.09 1.04 1.24 0.2284
H -6.84 2.07 2.12 0.2840
H -6.44 -0.38 0.41 0.2729
H -4.90 0.92 -1.21 0.2963
H -3.71 0.95 0.57 0.2270
H -4.68 1.76 1.91 0.1916
H -4.32 -1.44 1.73 0.2211
H -2.83 0.86 2.90 0.3079
H -2.30 -0.30 1.88 0.2134
C 3.42 -3.47 -0.44 -0.5206
C 2.80 -2.30 -0.01 -0.4403
C 1.42 -2.15 -0.15 -0.8620
C 0.67 -3.17 -0.74 0.2455
C 1.30 -4.32 -1.20 0.2514
C 2.68 -4.48 -1.03 -0.5521
C 0.52 -5.39 -1.87 0.5794
O 1.07 -6.40 -2.27 -0.6988
C -0.94 -5.20 -2.07 0.3487
C -1.68 -6.16 -2.75 -0.6197
C -3.05 -6.00 -2.92 -0.4208
C -3.68 -4.87 -2.41 -0.5558
C -2.95 -3.90 -1.73 -0.5694
C -1.57 -4.06 -1.57 0.1605
C -0.80 -3.00 -0.88 0.5171
O -1.35 -2.02 -0.43 -0.6576
H 4.49 -3.59 -0.31 0.3952
H 3.38 -1.51 0.45 0.4858
H 0.94 -1.24 0.19 0.6149
H 3.17 -5.38 -1.37 0.4501
H -1.19 -7.04 -3.15 0.4504
H -3.62 -6.75 -3.46 0.3844
H -4.75 -4.74 -2.54 0.4094
H -3.45 -3.02 -1.34 0.5860
C 4.89 3.29 3.81 -0.5128
C 5.48 4.53 3.60 -0.4432
C 5.44 5.11 2.33 -0.5809
C 4.82 4.44 1.28 0.2498
C 4.25 3.18 1.49 0.1921
C 4.28 2.61 2.76 -0.5088
C 3.63 2.44 0.37 0.5312
O 3.13 1.34 0.55 -0.6544
C 3.64 3.04 -0.98 0.1775
C 3.12 2.32 -2.06 -0.5056
C 3.11 2.89 -3.33 -0.5763
C 3.62 4.17 -3.53 -0.4223
C 4.15 4.88 -2.46 -0.6254
C 4.17 4.31 -1.19 0.2877
C 4.77 5.07 -0.06 0.5354
O 5.22 6.19 -0.24 -0.6869
H 4.91 2.84 4.80 0.3999
H 5.97 5.05 4.41 0.3912
H 5.90 6.08 2.17 0.4496
H 3.82 1.64 2.94 0.4880
H 2.72 1.33 -1.91 0.5759
H 2.70 2.33 -4.17 0.4060
H 3.61 4.61 -4.52 0.3829
H 4.55 5.88 -2.62 0.4592
```

The LUMO energy is 0.093 eV. The charge is -1. The value obtained for the frontier orbital gap is 4.03 eV. For the largest force on an atom, the calculation gives 6.23 eV Å⁻¹. The calculation puts the total energy at -1854.601958 Ha.


# 7
Molecular formula: C13H13FN4O3S2
Method: DFT, ωB97M-V/def2-TZVPD

```
36
Properties=species:S:1:pos:R:3:mulliken_charge:R:1
O 2.25 2.04 -0.04 -0.6225
C 1.32 2.79 0.13 0.7763
N 0.06 2.30 0.43 -0.1316
C -0.17 0.97 0.55 0.2756
N -1.34 0.47 0.83 -0.7380
N -1.33 -0.85 0.90 -0.0947
C -0.17 -1.37 0.67 0.3139
S 0.17 -3.12 0.65 1.2712
O 1.54 -3.27 0.27 -0.7089
O -0.25 -3.68 1.91 -0.6097
N -0.80 -3.56 -0.64 -0.0605
C -0.39 -4.81 -1.26 -0.8393
C -1.05 -5.92 -0.43 -0.4857
C -2.29 -5.24 0.19 -0.5796
C -2.18 -3.77 -0.24 -0.7306
S 1.09 -0.23 0.33 0.0102
C 1.38 4.27 0.03 0.0600
C 0.40 5.00 -0.64 -0.3129
C 0.50 6.37 -0.77 -0.7216
C 1.58 7.04 -0.22 -0.3591
C 2.57 6.34 0.45 -0.5956
C 2.47 4.97 0.56 0.4152
F 3.41 4.31 1.24 -0.2810
H -0.72 2.92 0.61 0.2953
H 0.70 -4.86 -1.27 0.3867
H -0.76 -4.81 -2.29 0.3298
H -1.31 -6.78 -1.05 0.3912
H -0.37 -6.25 0.35 0.2485
H -2.25 -5.31 1.27 0.2562
H -3.22 -5.69 -0.16 0.3699
H -2.81 -3.56 -1.11 0.4524
H -2.42 -3.07 0.56 0.3314
H -0.43 4.47 -1.08 0.4464
H -0.27 6.91 -1.29 0.4004
H 1.66 8.11 -0.32 0.3829
H 3.42 6.84 0.88 0.4578
```

The LUMO energy is -0.068 eV. As for the structure (SMILES): O=C(Nc1nnc(S(=O)(=O)N2CCCC2)s1)c1ccccc1F. The value obtained for the frontier orbital gap is 9.39 eV. For the largest force on an atom, the calculation gives 1.59 eV Å⁻¹. The calculation puts the total energy at -1844.149003 Ha.


# 8
Molecular formula: C3H7NO2
Method: DFT, ωB97M-V/def2-TZVPD

```
13
Properties=species:S:1:pos:R:3:mulliken_charge:R:1
N -0.05 1.35 -1.26 -0.4272
C 0.99 0.50 -0.93 0.4293
O 2.06 0.54 -1.50 -0.6096
C 0.68 -0.47 0.20 -0.3046
C -0.75 -0.96 0.39 -0.5736
O -1.22 -0.17 1.54 -0.5585
H -0.71 1.58 -0.54 0.2351
H 0.24 2.12 -1.84 0.2625
H 0.56 0.10 1.15 0.2494
H 1.48 -1.23 0.25 0.3530
H -1.43 -0.69 -0.43 0.3548
H -0.81 -2.03 0.60 0.2793
H -1.06 -0.63 2.38 0.3104
```

The LUMO energy is 0.712 eV. As for the structure (SMILES): NC(=O)CCO. The value obtained for the frontier orbital gap is 10.46 eV. For the largest force on an atom, the calculation gives 2.13 eV Å⁻¹. The value obtained for the energy relative to the best compared isomer or geometry (same formula, charge and spin) is 29.48 kcal/mol. The calculation puts the total energy at -323.733992 Ha.